Density functional theory data (wB97M-V/def2-TZVPD) for a molecular structure, C20H27N3S2Ti in a non-equilibrium geometry.

Element x y z (Å)
Ti1 -0.1145 0.1949 -0.0695
S1 -1.2555 -1.5253 1.2814
S2 1.9292 -0.5090 -1.2234
C1 -0.9273 -3.3308 1.4017
C2 -2.6743 -1.5061 0.0389
C3 -2.1291 -1.7739 -1.3455
N1 -1.1102 -0.7383 -1.6911
C4 -0.2485 -1.1905 -2.8258
C5 1.0106 -0.3562 -2.8704
H1 -3.2263 -0.5550 0.0659
H2 -3.3440 -2.3098 0.3636
H3 -2.9060 -1.7085 -2.1184
H4 -1.6635 -2.7666 -1.4087
H5 -0.8528 -1.0665 -3.7340
H6 -0.0225 -2.2583 -2.7006
H7 0.7656 0.6852 -3.1265
H8 1.7204 -0.7410 -3.6107
C6 2.6328 -2.2041 -1.3759
H9 -1.6420 0.0704 -2.0467
H10 1.8577 -2.9779 -1.3563
H11 3.2914 -2.2989 -0.5036
H12 3.2260 -2.2542 -2.2999
H13 -0.2152 -3.4132 2.2315
H14 -0.4925 -3.7389 0.4839
H15 -1.8646 -3.8409 1.6623
C7 -2.9569 4.4211 -1.7664
C8 -2.2771 4.8448 -0.7050
H16 -3.9735 4.0065 -1.6798
H17 -2.5436 4.4783 -2.7856
H18 -2.6990 4.8011 0.3109
H19 -1.2656 5.2701 -0.7928
C9 2.6563 3.4858 -0.9935
C10 1.7548 2.4715 -1.2765
N2 0.8927 2.0159 -0.3322
C11 0.8603 2.6325 0.8989
C12 1.7772 3.6665 1.2354
C13 2.6891 4.0637 0.2564
C14 1.6566 4.2455 2.5297
C15 0.6540 3.9052 3.3830
C16 -0.3440 2.9500 3.0396
C17 -1.4813 2.6607 3.7948
C18 -2.4306 1.7885 3.3090
C19 -2.2456 1.1491 2.0913
N3 -1.1145 1.3452 1.3663
C20 -0.1960 2.2770 1.7957
H20 3.3575 3.7627 -1.7780
H21 1.7605 1.9693 -2.2402
H22 3.3839 4.8630 0.4929
H23 2.3766 5.0165 2.7902
H24 0.5513 4.3982 4.3452
H25 -1.6126 3.1768 4.7406
H26 -3.3257 1.5415 3.8761
H27 -2.9625 0.4208 1.7163

Cartesian forces, eV/Å:
Ti -0.125 -0.361 -0.127
S -1.077 -1.109 -0.100
S 0.549 -0.607 -1.343
C 0.354 0.193 -0.127
C 0.336 -0.372 0.307
C -0.253 -0.074 -0.277
N -0.089 0.236 -0.069
C -0.207 -0.072 -0.311
C 0.365 -0.391 0.270
H 0.253 -0.247 0.181
H -0.011 0.247 -0.078
H -0.068 -0.307 0.306
H -0.088 0.343 0.030
H 0.402 -0.198 -0.066
H -0.102 0.358 0.030
H 0.273 -0.284 0.271
H -0.185 0.191 0.018
C -0.269 0.029 0.286
H 0.040 -0.137 -0.010
H 0.246 0.213 -0.018
H -0.142 -0.066 -0.274
H -0.212 0.153 0.321
H -0.186 -0.107 -0.217
H -0.131 0.092 0.252
H 0.256 0.296 -0.053
C -0.118 -0.306 -0.277
C 0.287 -0.150 0.320
H 0.526 0.319 -0.011
H -0.216 0.067 0.566
H 0.131 0.091 -0.539
H -0.544 -0.121 -0.023
C 0.347 -0.012 -0.484
C -0.436 -0.300 1.196
N 0.138 0.765 -0.223
C 0.656 0.506 -0.654
C -1.214 -1.153 0.065
C 0.144 0.294 -0.079
C 0.051 0.405 0.423
C 0.242 0.488 0.286
C 0.598 -0.531 -1.516
C -0.146 0.187 0.206
C -0.529 -0.279 0.169
C 1.240 0.211 -0.174
N -0.461 0.593 0.275
C -0.802 0.035 0.625
H -0.164 0.169 0.223
H 0.016 0.369 0.323
H 0.079 -0.102 -0.115
H -0.145 -0.090 0.147
H 0.163 0.018 -0.109
H -0.102 -0.170 0.016
H 0.155 0.253 -0.079
H 0.178 0.427 0.240

Results
<S²>: 0.755
Multiplicity: 2
Gap between HOMO and LUMO (alpha / beta), eV: 6.24 / 6.40
Total charge: +3
Maximum force, eV/A: 1.71